C10H21Cl2HfP | ωB97M-V/def2-TZVPD

CARTESIAN COORDINATES (ANGSTROEM)
Hf (-0.124, 1.000, 0.420)
Cl (1.703, 1.599, 1.700)
Cl (-2.427, 0.938, 0.110)
C (0.011, 2.665, -0.850)
H (-0.869, 3.103, -1.463)
H (0.810, 3.484, -0.806)
C (0.608, -0.213, -1.255)
C (0.579, 1.234, -1.592)
H (0.410, -1.020, -0.392)
C (2.034, 1.655, -2.214)
H (-0.022, 1.185, -2.559)
C (2.620, 0.723, -3.272)
H (1.861, 2.713, -2.540)
H (2.707, 1.746, -1.367)
C (2.583, -0.700, -2.754)
H (1.983, 0.800, -4.175)
H (3.635, 1.046, -3.554)
C (1.147, -1.093, -2.400)
H (3.007, -1.400, -3.446)
H (3.207, -0.763, -1.823)
H (0.500, -0.901, -3.296)
H (1.100, -2.221, -2.226)
C (-1.945, -0.252, 3.392)
P (-0.692, -0.898, 2.230)
C (0.596, -1.464, 3.374)
C (-1.461, -2.452, 1.672)
H (-1.605, 0.739, 3.762)
H (-2.105, -0.916, 4.232)
H (-2.890, -0.086, 2.843)
H (0.212, -2.214, 4.067)
H (1.432, -1.901, 2.789)
H (0.995, -0.603, 3.919)
H (-1.449, -3.216, 2.458)
H (-2.488, -2.258, 1.351)
H (-0.902, -2.845, 0.799)

## Properties
Calculated total energy ... -46350.465 eV
HOMO-LUMO gap ... 7.10 eV
LUMO energy ... 0.35 eV

=====

C22H27NO10 | ωB97M-V/def2-TZVPD

CARTESIAN COORDINATES (ANGSTROEM)
C (-5.867, -0.206, -0.127)
C (-4.673, 0.185, -0.966)
O (-4.740, 0.788, -2.011)
N (-3.486, -0.225, -0.437)
H (-3.449, -0.666, 0.468)
C (-2.227, 0.097, -1.046)
H (-2.456, 0.576, -2.005)
C (-1.399, -1.160, -1.340)
O (-0.279, -0.863, -2.097)
C (0.517, 0.244, -1.681)
C (1.968, -0.276, -1.681)
H (2.041, -1.149, -1.030)
H (2.221, -0.555, -2.708)
O (2.911, 0.655, -1.183)
C (3.223, 1.697, -1.972)
O (2.731, 1.888, -3.050)
C (4.285, 2.549, -1.333)
H (5.253, 2.239, -1.723)
H (4.130, 3.590, -1.599)
H (4.278, 2.413, -0.256)
C (0.125, 0.800, -0.310)
C (-1.391, 1.057, -0.173)
O (-1.751, 0.885, 1.196)
C (-1.727, 1.974, 1.986)
O (-1.545, 3.090, 1.583)
C (-1.930, 1.588, 3.421)
H (-2.397, 2.405, 3.963)
H (-0.942, 1.408, 3.844)
H (-2.518, 0.679, 3.497)
H (-1.595, 2.100, -0.452)
H (0.435, 0.104, 0.483)
O (0.800, 2.040, -0.127)
C (1.213, 2.354, 1.112)
O (1.157, 1.602, 2.049)
C (1.706, 3.768, 1.158)
H (2.480, 3.873, 1.913)
H (2.057, 4.080, 0.181)
H (0.855, 4.388, 1.440)
H (0.416, 1.046, -2.425)
O (-1.043, -1.749, -0.091)
C (-0.834, -3.083, -0.053)
O (-1.069, -3.827, -0.960)
C (-0.234, -3.467, 1.282)
C (1.171, -2.917, 1.295)
C (1.469, -1.744, 1.976)
C (2.748, -1.215, 1.936)
C (3.740, -1.852, 1.211)
C (3.449, -3.023, 0.528)
C (2.170, -3.551, 0.567)
H (1.940, -4.457, 0.026)
H (4.219, -3.524, -0.040)
H (4.736, -1.439, 1.175)
H (2.957, -0.298, 2.465)
H (0.701, -1.237, 2.543)
H (-0.236, -4.554, 1.366)
H (-0.821, -3.022, 2.084)
H (-1.964, -1.894, -1.929)
H (-6.776, 0.101, -0.636)
H (-5.882, -1.282, 0.024)
H (-5.816, 0.285, 0.842)

## Properties
Calculated total energy ... -45219.678 eV
SMILES ... CC(=O)N[C@@H]1[C@H](OC(=O)Cc2ccccc2)O[C@H](COC(C)=O)[C@@H](OC(C)=O)[C@@H]1OC(C)=O
HOMO-LUMO gap ... 9.86 eV
LUMO energy ... 0.41 eV

=====

C8H15N3O4S | ωB97M-V/def2-TZVPD

CARTESIAN COORDINATES (ANGSTROEM)
C (0.956, -0.001, -0.847)
C (0.388, 1.091, 0.045)
C (0.108, -1.273, -0.797)
C (0.762, -2.391, -1.570)
C (1.875, -3.120, -0.766)
C (-1.503, 2.269, 0.947)
C (-1.378, 2.270, 2.464)
C (-2.934, 2.461, 0.509)
H (2.807, 0.621, -0.361)
H (2.441, -0.870, 0.261)
H (0.877, 0.338, -1.871)
H (-0.783, -1.013, -1.343)
H (-0.112, -1.610, 0.216)
H (-0.016, -3.120, -1.868)
H (1.251, -1.997, -2.470)
H (3.024, -3.472, -2.424)
H (3.536, -4.242, -1.017)
H (-1.521, 0.457, -0.165)
H (-0.919, 3.168, 0.628)
H (-3.382, 3.319, 1.004)
H (-2.918, 2.710, -0.571)
H (-3.867, 0.860, 1.960)
H (0.477, 2.287, 2.151)
N (2.357, -0.289, -0.581)
N (2.776, -3.855, -1.531)
N (-0.916, 1.154, 0.228)
O (1.154, 1.921, 0.521)
O (1.892, -3.135, 0.455)
O (-2.329, 2.247, 3.206)
O (-0.132, 2.216, 2.924)
S (-3.973, 0.998, 0.665)

## Properties
Calculated total energy ... -32036.694 eV
SMILES ... NC(=O)CC[C@H](N)C(=O)N[C@@H](CS)C(=O)O
HOMO-LUMO gap ... 10.03 eV
LUMO energy ... 0.40 eV

=====

C29H44N3O2S5SbTi | ωB97M-V/def2-TZVPD

CARTESIAN COORDINATES (ANGSTROEM)
Ti (-0.168, 0.536, -0.027)
C (6.683, 0.861, -2.001)
C (5.764, 0.887, -3.223)
C (6.199, -0.247, -4.163)
C (5.965, 2.231, -3.937)
C (4.289, 0.714, -2.847)
C (3.878, 0.584, -1.521)
C (2.526, 0.433, -1.214)
N (1.891, 0.325, 0.010)
C (2.462, 0.038, 1.233)
C (3.773, -0.300, 1.572)
C (4.136, -0.485, 2.908)
C (3.182, -0.288, 3.897)
C (1.843, 0.009, 3.605)
C (1.488, 0.066, 2.258)
O (0.230, 0.181, 1.826)
C (0.824, 0.376, 4.685)
C (-0.402, -0.543, 4.647)
C (0.355, 1.820, 4.444)
C (1.423, 0.296, 6.091)
C (5.567, -0.858, 3.311)
C (6.164, 0.247, 4.195)
C (5.560, -2.175, 4.099)
C (6.486, -1.038, 2.102)
C (1.581, 0.460, -2.257)
O (0.308, 0.378, -1.850)
C (1.960, 0.603, -3.589)
C (3.329, 0.707, -3.853)
C (0.896, 0.650, -4.686)
C (1.519, 0.707, -6.082)
C (0.019, -0.609, -4.612)
C (0.021, 1.901, -4.508)
H (7.723, 0.976, -2.320)
H (6.600, -0.083, -1.457)
H (6.451, 1.672, -1.308)
H (7.252, -0.133, -4.443)
H (5.602, -0.255, -5.076)
H (6.073, -1.216, -3.675)
H (7.015, 2.370, -4.212)
H (5.663, 3.056, -3.288)
H (5.363, 2.289, -4.845)
H (4.598, 0.646, -0.724)
H (4.502, -0.437, 0.792)
H (3.485, -0.357, 4.934)
H (-0.895, -0.465, 3.681)
H (-1.118, -0.240, 5.416)
H (-0.119, -1.582, 4.858)
H (-0.132, 1.932, 3.476)
H (1.207, 2.503, 4.485)
H (-0.365, 2.116, 5.212)
H (1.761, -0.715, 6.336)
H (0.661, 0.582, 6.820)
H (2.269, 0.978, 6.207)
H (5.575, 0.391, 5.102)
H (6.183, 1.197, 3.658)
H (7.188, -0.007, 4.489)
H (4.947, -2.094, 4.998)
H (6.576, -2.450, 4.400)
H (5.150, -2.983, 3.489)
H (6.566, -0.118, 1.518)
H (6.126, -1.828, 1.440)
H (7.489, -1.311, 2.440)
H (3.653, 0.811, -4.880)
H (2.144, -0.167, -6.285)
H (2.127, 1.605, -6.219)
H (0.720, 0.730, -6.827)
H (0.627, -1.507, -4.752)
H (-0.739, -0.579, -5.400)
H (-0.486, -0.677, -3.650)
H (0.629, 2.805, -4.592)
H (-0.473, 1.913, -3.539)
H (-0.747, 1.933, -5.287)
S (-3.335, 2.662, 2.674)
Sb (-2.779, 2.446, 0.481)
S (-2.522, 0.134, -0.138)
S (-0.400, 2.831, 0.157)
S (-3.973, 3.560, -1.092)
N (0.541, -2.952, 2.133)
C (-0.485, -2.586, 1.311)
N (-1.674, -2.374, 1.890)
S (-0.257, -2.447, -0.345)
H (0.535, -2.545, 3.060)
H (1.440, -2.871, 1.681)
H (-1.701, -2.226, 2.886)
H (-2.325, -1.812, 1.345)

## Properties
Calculated total energy ... -123192.483 eV
Total charge ... -2
HOMO-LUMO gap ... 5.71 eV
LUMO energy ... 3.85 eV